Formula: C2H3NOS
Source: OMol25
Level of theory: ωB97M-V/def2-TZVPD

ORCA input file:
```
! RIJCOSX wB97M-V def2-TZVPD def2/J DEFGRID3
* xyz 0 1
C 1.6468 -0.2334 0.8396
C -0.5452 0.3756 -0.1959
N 0.6909 0.2819 0.0812
O -2.9561 0.0031 -1.5030
S -1.5275 -0.3801 -1.6221
H 2.6268 0.1635 0.6558
H 1.5060 -1.0910 1.4602
H -1.4417 0.8804 0.2843
*
```

* total energy: -16491.5844 eV
* highest occupied orbital energy (spin up / spin down): -7.55 / -7.55 eV
* frontier orbital gap (spin up / spin down): 6.67 / 6.68 eV